# 1
The following is a quantum chemistry calculation of one molecule with the formula C2H4BrFO, from the Open Molecules 2025 dataset.

Structure (ORCA input):
```
! RIJCOSX wB97M-V def2-TZVPD def2/J DEFGRID3
* xyz 0 1
C -0.712 0.649 0.535
C 0.351 -0.329 -0.165
O 0.100 -0.718 -1.414
F 0.497 -1.409 0.705
Br 2.100 0.556 0.012
H -0.383 0.937 1.507
H -0.572 1.591 0.038
H -1.798 0.255 0.635
H 0.416 -1.531 -1.853
*
```

HOMO in eV: -10.415
Kohn-Sham gap in eV: 11.055
E_LUMO in eV: 0.640
Energy relative to the best compared isomer or geometry (same formula, charge and spin) in eV: 0.6708


# 2
The following is a quantum chemistry calculation of one molecule with the formula C3H3N3O2, from the Open Molecules 2025 dataset.

Structure (ORCA input):
```
! RIJCOSX wB97M-V def2-TZVPD def2/J DEFGRID3
* xyz 0 1
O 2.493 0.163 -0.054
C 1.293 0.104 0.031
N 0.488 1.264 -0.028
C -0.773 1.384 0.018
O -1.870 0.558 0.018
C -1.629 -0.759 -0.048
N -0.591 -1.509 -0.031
N 0.687 -1.092 0.088
H -1.217 2.392 0.094
H -2.574 -1.322 -0.101
H 1.358 -1.857 0.085
*
```

HOMO in eV: -9.568
Kohn-Sham gap in eV: 9.288
E_LUMO in eV: -0.280
Energy relative to the best compared isomer or geometry (same formula, charge and spin) in eV: 3.0023


# 3
The following is a quantum chemistry calculation of C34H54F6N6O3S2Ti as an isolated structure, from the Open Molecules 2025 dataset.

Structure (ORCA input):
```
! RIJCOSX wB97M-V def2-TZVPD def2/J DEFGRID3
* xyz 2 1
Ti -1.071 -0.125 1.213
C -4.093 3.033 0.159
C -3.311 1.935 0.803
N -2.995 0.851 0.178
N -3.448 0.741 -1.110
C -3.866 -0.425 -1.696
N -4.132 -0.280 -3.000
S -4.112 -1.886 -0.935
C -2.961 1.976 2.244
C -3.468 2.942 3.094
C -3.254 2.832 4.464
C -2.542 1.755 4.946
C -2.035 0.841 4.036
N -2.229 0.945 2.723
H -5.078 2.665 -0.138
H -4.225 3.893 0.804
H -3.574 3.395 -0.733
H -3.575 1.599 -1.625
H -3.911 0.551 -3.523
H -4.519 -1.068 -3.494
H -4.050 3.768 2.717
H -3.654 3.580 5.136
H -2.366 1.613 6.003
H -1.453 -0.004 4.374
C -3.586 -1.855 2.516
O -2.526 -1.571 1.571
H -3.442 -2.854 2.918
H -4.540 -1.790 1.998
H -3.555 -1.125 3.317
H -2.912 -1.783 0.673
C 2.114 -2.362 2.674
C 0.681 -2.491 2.168
O 0.207 -1.257 1.689
C -0.243 -3.002 3.316
F -0.718 -1.946 4.011
F -1.296 -3.691 2.878
F 0.430 -3.770 4.162
C 0.657 -3.520 1.017
F 0.850 -4.750 1.487
F 1.648 -3.257 0.148
F -0.490 -3.499 0.332
H 2.128 -1.937 3.672
H 2.664 -1.714 1.995
H 2.592 -3.338 2.715
C -0.560 2.610 -2.046
C 0.332 3.398 -1.099
C -0.512 4.280 -0.173
C 1.371 2.647 -0.268
C 2.716 2.912 -0.531
C 3.716 2.601 0.375
C 3.348 2.184 1.644
C 2.023 1.910 1.970
C 1.630 1.912 3.445
C 0.496 2.917 3.674
C 1.354 0.571 4.109
C 1.086 1.959 0.925
O -0.161 1.390 1.106
H -1.173 3.309 -2.623
H -1.208 1.937 -1.493
H 0.013 2.006 -2.749
H 0.928 4.071 -1.721
H -1.129 3.670 0.493
H -1.167 4.930 -0.757
H 0.119 4.914 0.452
H 2.969 3.434 -1.446
H 4.752 2.803 0.142
H 4.094 2.126 2.428
H 2.506 2.323 3.953
H -0.439 2.581 3.221
H 0.743 3.886 3.239
H 0.329 3.059 4.743
H 0.581 0.003 3.593
H 1.039 0.724 5.143
H 2.259 -0.033 4.129
C 2.088 -4.407 -4.583
C 0.605 -4.745 -4.689
C -0.343 -3.662 -4.175
C -0.238 -3.379 -2.677
N 0.850 -2.443 -2.362
C 0.766 -1.312 -1.689
S -0.794 -0.675 -1.244
N 1.851 -0.607 -1.402
C 3.233 -0.974 -1.723
C 3.625 -0.910 -3.205
C 3.852 0.496 -3.756
C 2.557 1.267 -3.993
H 2.693 -5.150 -5.102
H 2.442 -4.407 -3.546
H 2.310 -3.436 -5.033
H 0.405 -5.674 -4.149
H 0.359 -4.945 -5.733
H -1.369 -3.974 -4.377
H -0.188 -2.727 -4.723
H -0.055 -4.306 -2.127
H -1.157 -2.945 -2.294
H 1.770 -2.724 -2.672
H 1.690 0.280 -0.945
H 3.431 -1.969 -1.314
H 3.850 -0.276 -1.158
H 2.870 -1.394 -3.830
H 4.535 -1.504 -3.311
H 4.386 0.410 -4.703
H 4.513 1.049 -3.083
H 1.888 0.702 -4.648
H 2.753 2.227 -4.472
H 2.024 1.463 -3.063
*
```

HOMO in eV: -13.514
Kohn-Sham gap in eV: 7.056
E_LUMO in eV: -6.458
Energy relative to the best compared isomer or geometry (same formula, charge and spin) in eV: 0.2872


# 4
The following is a quantum chemistry calculation of C23H27N9O7SSc as an isolated structure, from the Open Molecules 2025 dataset.

Structure (ORCA input):
```
! RIJCOSX wB97M-V def2-TZVPD def2/J DEFGRID3
* xyz 1 1
Sc 0.829 0.481 -1.281
C 3.686 4.119 -0.225
O 3.206 3.245 0.824
C 2.402 2.281 0.473
O 2.035 2.096 -0.724
N 1.978 1.500 1.452
N 1.194 0.395 1.060
H 4.319 4.837 0.282
H 2.849 4.616 -0.708
H 4.256 3.546 -0.951
H 2.295 1.492 2.438
H 0.382 0.387 1.700
H 1.693 -0.445 1.373
O 2.091 -0.205 -2.730
N 2.045 0.268 -3.931
N 1.088 1.071 -4.081
O 0.269 1.318 -3.078
C 0.852 1.710 -5.350
C 1.795 1.597 -6.363
C 1.536 2.217 -7.572
C 0.360 2.934 -7.759
C -0.564 3.035 -6.731
C -0.323 2.421 -5.511
H 2.707 1.040 -6.206
H 2.259 2.140 -8.373
H 0.168 3.416 -8.708
H -1.479 3.593 -6.875
H -1.030 2.487 -4.698
N 0.482 -1.627 -0.720
C 0.172 -2.631 -0.220
N -0.166 -3.720 0.374
C -1.240 -4.592 -0.133
C -2.451 -4.507 0.803
C -2.013 -4.189 2.243
C -0.638 -4.784 2.530
C 0.423 -4.069 1.700
H -0.833 -5.603 -0.168
H -1.478 -4.300 -1.154
H -2.975 -5.463 0.768
H -3.151 -3.751 0.444
H -2.754 -4.563 2.948
H -1.963 -3.105 2.389
H -0.646 -5.854 2.306
H -0.369 -4.687 3.581
H 1.305 -4.691 1.533
H 0.756 -3.148 2.180
O 2.275 0.705 4.016
S 1.525 -0.492 4.405
O 1.872 -1.069 5.663
O 1.384 -1.426 3.281
C -0.164 0.169 4.554
N -0.787 0.301 5.712
C -2.003 0.842 5.664
C -2.620 1.250 4.482
C -1.875 1.067 3.337
N -0.654 0.537 3.379
C -2.149 1.333 1.894
C -1.597 2.456 1.293
C -1.194 2.352 -0.027
N -1.346 1.233 -0.750
C -2.103 0.255 -0.226
C -2.533 0.270 1.080
H -2.514 0.951 6.613
H -3.610 1.680 4.474
H -1.328 3.329 1.872
H -0.637 3.152 -0.501
H -2.279 -0.603 -0.864
H -3.024 -0.598 1.500
*
```

HOMO in eV: -11.631
Kohn-Sham gap in eV: 8.368
E_LUMO in eV: -3.263
Energy relative to the best compared isomer or geometry (same formula, charge and spin) in eV: 0.0000


# 5
The following is a quantum chemistry calculation of C35H51BrCl3GeN3O10P2PtS2Si3 as an isolated structure, from the Open Molecules 2025 dataset.

Structure (ORCA input):
```
! RIJCOSX wB97M-V def2-TZVPD def2/J DEFGRID3
* xyz 1 6
Pt 0.748 0.591 -1.002
C 3.165 4.271 -2.729
C 2.427 3.205 -1.950
O 1.593 2.460 -2.800
P 3.554 2.084 -1.023
O 4.418 1.361 -2.139
O 4.602 2.945 -0.224
O 2.827 1.131 -0.145
P 1.480 3.894 -0.503
O 0.849 5.297 -0.981
O 2.399 4.108 0.637
O 0.299 2.945 -0.336
H 3.723 3.805 -3.539
H 3.850 4.795 -2.064
H 2.457 4.982 -3.153
H 1.036 1.873 -2.222
H 5.184 0.906 -1.786
H 4.110 3.455 0.447
H 1.400 6.019 -0.680
Br -3.131 -1.659 6.150
C -1.643 -1.780 4.968
C -0.579 -2.605 5.299
C 0.482 -2.717 4.417
C 0.468 -2.030 3.218
C -0.597 -1.194 2.903
C -1.663 -1.064 3.785
C -0.598 -0.443 1.604
O -1.518 0.392 1.408
O 0.309 -0.742 0.802
H -0.579 -3.146 6.233
H 1.321 -3.348 4.663
H 1.288 -2.124 2.526
H -2.490 -0.417 3.543
Cl 7.536 -1.084 1.052
C 6.205 -2.130 0.734
C 4.923 -1.756 1.107
C 3.869 -2.613 0.855
C 4.062 -3.840 0.234
C 2.896 -4.755 -0.064
C 2.508 -4.613 -1.562
N 2.378 -3.232 -1.946
C 2.967 -2.606 -3.005
C 2.566 -1.302 -2.963
N 1.750 -1.140 -1.889
C 1.651 -2.313 -1.300
O 1.819 -4.468 0.799
C 0.935 -5.567 0.983
C -0.143 -5.260 1.977
C -0.256 -5.853 3.204
Cl 0.832 -6.960 3.916
S -1.702 -5.393 4.036
C -2.148 -4.371 2.729
C -1.240 -4.396 1.726
C 5.358 -4.185 -0.146
Cl 5.670 -5.686 -0.951
C 6.432 -3.347 0.107
H 4.746 -0.805 1.581
H 2.872 -2.331 1.144
H 3.215 -5.797 0.091
H 1.559 -5.130 -1.734
H 3.276 -5.079 -2.181
H 3.595 -3.122 -3.699
H 2.802 -0.491 -3.624
H 1.086 -2.520 -0.415
H 1.504 -6.441 1.330
H 0.450 -5.819 0.027
H -3.060 -3.813 2.793
H -1.335 -3.828 0.820
H 7.430 -3.641 -0.177
C -3.802 4.296 1.457
Si -2.013 3.659 1.754
C -0.807 5.128 1.708
C -1.808 2.731 3.408
Ge -1.737 1.808 -0.397
Si -2.273 3.474 -2.780
C -2.126 2.005 -3.995
C -1.031 4.831 -3.281
C -4.049 4.210 -2.787
Si -4.280 0.362 -0.713
C -4.545 -0.424 -2.439
C -5.754 1.548 -0.387
C -4.162 -0.990 0.624
H -4.044 5.056 2.193
H -4.534 3.504 1.554
H -3.918 4.743 0.476
H -0.981 5.778 2.562
H -0.922 5.719 0.806
H 0.222 4.787 1.754
H -1.883 3.421 4.245
H -0.837 2.248 3.462
H -2.570 1.971 3.540
H -1.225 1.428 -3.803
H -2.083 2.356 -5.023
H -2.970 1.330 -3.909
H -0.028 4.423 -3.346
H -1.008 5.655 -2.576
H -1.290 5.232 -4.259
H -4.803 3.433 -2.738
H -4.209 4.759 -3.711
H -4.222 4.902 -1.969
H -4.922 0.289 -3.166
H -5.276 -1.225 -2.354
H -3.638 -0.867 -2.834
H -5.835 2.319 -1.144
H -5.697 2.034 0.579
H -6.681 0.984 -0.408
H -3.294 -1.619 0.458
H -5.043 -1.626 0.588
H -4.083 -0.573 1.622
S -1.648 -2.968 -1.791
C -1.293 -1.434 -1.901
N -1.095 -0.263 -1.992
*
```

HOMO (spin up / spin down) in eV: -9.420 / -10.614
Kohn-Sham gap (spin up / spin down) in eV: 6.727 / 5.395
E_LUMO (spin up / spin down) in eV: -2.692 / -5.219
Energy relative to the best compared isomer or geometry (same formula, charge and spin) in eV: 1.7007


# 6
The following is a quantum chemistry calculation of C28H40N12PSSiSn as an isolated structure, from the Open Molecules 2025 dataset.

Structure (ORCA input):
```
! RIJCOSX wB97M-V def2-TZVPD def2/J DEFGRID3
* xyz 3 1
Sn -1.597 0.432 -0.444
C -0.537 6.087 -1.710
N -0.320 4.668 -1.640
C 0.772 4.024 -2.120
C 0.584 2.697 -1.864
N -0.607 2.528 -1.235
C -1.137 3.742 -1.099
P -2.663 4.197 -0.188
C -3.791 2.966 -0.924
N -3.555 1.668 -1.108
C -4.674 1.152 -1.679
C -5.592 2.150 -1.845
N -5.025 3.285 -1.368
C -5.642 4.588 -1.346
C -2.216 3.263 1.325
N -1.829 1.990 1.396
C -1.525 1.757 2.698
C -1.728 2.895 3.422
N -2.168 3.832 2.546
C -2.518 5.182 2.892
H -0.090 6.480 -2.622
H -0.078 6.588 -0.856
H -1.605 6.298 -1.717
H 1.587 4.542 -2.584
H 1.214 1.862 -2.093
H -4.755 0.112 -1.928
H -6.579 2.127 -2.261
H -6.639 4.527 -1.778
H -5.057 5.303 -1.927
H -5.734 4.958 -0.323
H -1.195 0.797 3.037
H -1.580 3.105 4.462
H -3.003 5.193 3.867
H -3.202 5.589 2.147
H -1.627 5.810 2.945
C -0.190 -5.540 2.617
C -0.939 -5.087 3.870
C -2.432 -5.357 3.744
C -0.679 -3.595 4.179
N -0.800 -2.763 3.017
C 0.188 -2.330 2.220
N -0.340 -1.558 1.296
N -1.654 -1.547 1.542
N -1.928 -2.257 2.554
H -0.288 -6.615 2.498
H 0.871 -5.311 2.690
H -0.595 -5.073 1.720
H -0.550 -5.637 4.731
H -2.870 -4.763 2.944
H -2.944 -5.123 4.673
H -2.595 -6.409 3.528
H 0.333 -3.461 4.565
H -1.403 -3.250 4.920
H 1.222 -2.575 2.332
N 3.170 -0.606 -6.595
C 3.369 -1.068 -5.364
S 4.754 -1.897 -4.982
C 2.331 -0.891 -4.330
C 2.682 -1.001 -2.985
C 1.697 -0.900 -2.012
N 0.417 -0.658 -2.305
C 0.075 -0.571 -3.584
C 0.979 -0.687 -4.629
H 3.873 -0.777 -7.301
H 2.380 -0.037 -6.857
H 3.704 -1.182 -2.696
H 1.145 -0.965 0.053
H -0.978 -0.404 -3.780
H 0.626 -0.650 -5.649
C 5.341 -3.022 -1.003
Si 4.699 -2.238 0.627
C 4.015 -3.603 1.774
C 5.838 -0.993 1.469
C 3.138 -1.432 -0.033
C 2.034 -1.098 -0.594
H 6.085 -3.767 -0.732
H 5.818 -2.287 -1.644
H 4.551 -3.520 -1.557
H 4.788 -4.350 1.925
H 3.151 -4.112 1.357
H 3.757 -3.205 2.752
H 6.760 -1.484 1.767
H 5.399 -0.569 2.367
H 6.107 -0.167 0.819
*
```

HOMO in eV: -14.738
Kohn-Sham gap in eV: 4.872
E_LUMO in eV: -9.866
Energy relative to the best compared isomer or geometry (same formula, charge and spin) in eV: 1.5957


# 7
The following is a quantum chemistry calculation of C35H46BrN3O3SiV as an isolated structure, from the Open Molecules 2025 dataset.

Structure (ORCA input):
```
! RIJCOSX wB97M-V def2-TZVPD def2/J DEFGRID3
* xyz 0 2
V -0.123 -0.807 0.501
C 0.553 1.907 -2.685
C 0.909 1.287 -1.368
O 0.168 0.285 -1.020
C 1.934 1.754 -0.596
C 2.273 1.174 0.655
C 3.498 1.656 1.369
N 1.543 0.232 1.197
N 2.001 -0.251 2.420
C 1.055 -0.931 2.975
O -0.129 -1.035 2.417
C 1.276 -1.625 4.261
C 0.188 -2.124 4.969
C 0.389 -2.801 6.163
C 1.675 -2.993 6.647
C 2.763 -2.500 5.937
C 2.566 -1.816 4.749
H 0.212 1.133 -3.370
H 1.394 2.445 -3.119
H -0.269 2.611 -2.536
H 2.534 2.573 -0.960
H 4.015 2.406 0.775
H 4.163 0.819 1.576
H 3.223 2.077 2.337
H -0.807 -1.982 4.570
H -0.460 -3.185 6.713
H 1.831 -3.527 7.575
H 3.768 -2.654 6.310
H 3.403 -1.433 4.181
C -8.099 -0.339 0.828
C -7.259 0.542 -0.109
C -7.439 2.001 0.309
C -7.774 0.389 -1.548
C -5.800 0.098 -0.032
C -4.792 0.912 0.449
C -3.497 0.432 0.512
Br -2.140 1.580 1.178
C -3.137 -0.856 0.118
O -1.869 -1.259 0.216
C -4.150 -1.694 -0.400
C -5.441 -1.185 -0.445
C -3.887 -3.150 -0.819
C -3.946 -4.026 0.441
C -4.959 -3.652 -1.800
C -2.535 -3.346 -1.525
H -9.152 -0.051 0.776
H -7.763 -0.232 1.861
H -8.022 -1.393 0.556
H -8.491 2.277 0.215
H -6.857 2.674 -0.325
H -7.146 2.164 1.348
H -8.806 0.739 -1.613
H -7.753 -0.650 -1.879
H -7.166 0.976 -2.239
H -4.988 1.923 0.777
H -6.226 -1.824 -0.823
H -4.936 -3.972 0.899
H -3.217 -3.696 1.180
H -3.735 -5.069 0.192
H -5.947 -3.736 -1.345
H -4.685 -4.651 -2.142
H -5.032 -2.999 -2.672
H -1.686 -3.222 -0.857
H -2.425 -2.641 -2.353
H -2.495 -4.356 -1.939
C 1.910 -4.514 -1.617
Si 1.627 -2.672 -1.405
C 3.244 -1.730 -1.361
C 0.603 -2.076 -2.864
N 0.771 -2.397 0.130
C 0.893 -3.380 1.149
C -0.244 -3.857 1.801
C -0.138 -4.807 2.804
C 1.105 -5.300 3.176
C 2.240 -4.838 2.527
C 2.138 -3.891 1.520
H 1.810 -4.773 -2.673
H 1.180 -5.102 -1.056
H 2.904 -4.823 -1.286
H 3.886 -2.024 -2.196
H 3.795 -1.895 -0.432
H 3.052 -0.656 -1.445
H 1.199 -1.408 -3.493
H -0.293 -1.536 -2.566
H 0.298 -2.926 -3.477
H -1.205 -3.451 1.524
H -1.033 -5.154 3.307
H 1.189 -6.032 3.969
H 3.216 -5.209 2.813
H 3.033 -3.519 1.036
*
```

HOMO (spin up / spin down) in eV: -7.854 / -7.928
Kohn-Sham gap (spin up / spin down) in eV: 7.394 / 7.827
E_LUMO (spin up / spin down) in eV: -0.460 / -0.101
Energy relative to the best compared isomer or geometry (same formula, charge and spin) in eV: 0.0000


Short version: energy = -76945.859, -11722.955, -112300.542, -83563.909, -293319.813, -81375.122, -151267.340 eV, in the order given.
Short version: maximum force = 0.0516, 0.0654, 0.0247, 0.0049, 0.0544, 0.0331, 0.0139 hartree/bohr, in the order given.